Below is C15H21ClN2O2 as an isolated structure, with properties calculated with ωB97M-V/def2-TZVPD.

Output
HOMO-LUMO gap = 8.69 eV
E_LUMO = 0.32 eV
energy = -1303.8365 Ha

XYZ file:
```
41
Properties=species:S:1:pos:R:3:nbo_charge:R:1
C -4.61192 -2.53659 0.51361 -0.5988
C -3.44708 -1.50529 0.28316 -0.0524
C -2.11491 -1.67030 0.57455 -0.1680
C -1.23372 -0.83147 0.44042 -0.2505
C -1.58830 0.29648 -0.14097 -0.1048
C -2.99558 0.67643 -0.23776 -0.1355
C -3.99952 -0.33858 0.00677 -0.0102
Cl -5.56894 0.20076 -0.68009 -0.0044
H -3.24686 1.78455 -0.71420 0.2787
C -0.58127 1.53804 -0.13578 0.6244
O -0.99928 2.95117 0.00621 -0.7570
N 0.53467 1.29110 -0.52549 -0.5315
H 0.89929 0.03673 -0.58878 0.3939
C 1.76112 2.21170 -0.45389 -0.2346
C 2.49366 2.19898 0.70818 -0.4309
C 2.81179 0.80294 1.50819 -0.1506
N 3.44881 -0.20420 0.40342 -0.4713
C 4.71750 0.28071 0.01378 -0.2352
C 5.29764 -0.46286 -1.28287 -0.0480
O 5.14470 -1.88016 -0.72767 -0.5456
C 3.84258 -2.30280 -0.50116 -0.0049
C 3.30878 -1.34019 0.92006 -0.1877
H 2.41275 -1.62108 1.11676 0.1695
H 4.04257 -1.54857 1.79411 0.1269
H 3.95188 -3.17688 -0.35916 0.1479
H 3.25436 -2.17065 -1.24871 0.1389
H 6.23011 -0.53232 -1.51686 0.1899
H 4.55928 -0.24949 -2.10916 0.1660
H 4.67266 1.33451 -0.29408 0.1954
H 5.50792 0.19626 0.83682 0.1736
H 1.99386 0.47039 1.73299 0.1668
H 3.56052 0.93060 2.09326 0.1833
H 1.90793 2.75210 1.59805 0.2146
H 3.37010 2.70122 0.66235 0.2228
H 2.37954 1.73240 -1.28318 0.2027
H 1.36567 3.30585 -0.70045 0.2781
H -0.24840 -1.03946 0.57593 0.2048
H -2.01245 -2.72451 1.22976 0.2020
H -4.26088 -3.43043 0.79828 0.2046
H -5.53999 -2.07386 1.22736 0.2195
H -5.07448 -2.78210 -0.36794 0.2177
```

***

Below is C18H34BrCl16F3GaO5S2 as an isolated structure, with properties calculated with ωB97M-V/def2-TZVPD.

Output
HOMO-LUMO gap = 9.18 eV
E_LUMO = 1.64 eV
energy = -14040.5469 Ha
net charge = -1

XYZ file:
```
80
Properties=species:S:1:pos:R:3:mulliken_charge:R:1
O 2.79653 0.22589 0.45488 -0.2148
C 3.30080 1.16305 0.06491 0.4300
F 4.34397 1.68073 0.78049 -0.3364
C 3.00156 1.95127 -1.17004 -0.8146
Ga 1.04956 2.13971 -1.61395 0.1220
Br 0.82209 1.96317 -3.99012 -0.4886
S 0.33065 4.24586 -0.85992 0.9417
O 1.44170 5.11255 -1.06866 -0.5911
O -0.85070 4.63525 -1.53272 -0.4670
F 0.00019 4.18647 0.71172 -0.2445
S -0.41637 0.57851 -0.67745 1.0609
O -0.77024 1.00171 0.63276 -0.5944
O 0.01664 -0.77067 -0.73426 -0.4752
F -1.81308 0.62202 -1.50961 -0.2590
H 3.54661 1.55807 -2.02145 0.4959
H 3.37755 2.95634 -0.97891 0.4993
Cl -1.57348 10.75269 -2.06385 -0.2407
C -1.41706 9.00873 -1.69348 0.2681
C -0.27456 8.36454 -2.43917 -0.2022
Cl -0.57335 8.27194 -4.19962 -0.1917
H -2.36596 8.52958 -1.92812 -0.3117
H -1.24425 8.92808 -0.62112 0.3126
H -0.13462 7.34130 -2.08974 -0.0119
H 0.65419 8.90928 -2.28714 0.3799
Cl 1.68419 1.14028 3.39179 -0.1952
C 0.08123 0.44716 3.72322 -0.2287
C -0.40432 0.76720 5.11286 -0.4670
Cl 0.55052 -0.06490 6.37553 -0.2231
H 0.14002 -0.62643 3.55720 0.2785
H -0.60181 0.86922 2.98671 0.1653
H -1.43513 0.43471 5.22792 0.3216
H -0.36343 1.83477 5.31405 0.3717
Cl -1.28695 -5.39494 8.95883 -0.1968
C -0.24643 -4.75232 7.66004 -0.4291
C -0.71851 -3.41206 7.15748 -0.3033
Cl -2.26275 -3.52957 6.27546 -0.1893
H -0.21556 -5.48870 6.86035 0.3229
H 0.75490 -4.65415 8.07697 0.3011
H 0.01154 -3.00103 6.46242 0.1848
H -0.84980 -2.70335 7.97120 0.3039
Cl 2.98593 -1.04963 -2.20946 -0.1838
C 3.10565 -2.77372 -1.79405 0.2926
C 4.27308 -3.44207 -2.47183 -0.1486
Cl 4.04970 -3.58226 -4.23735 -0.2137
H 2.16245 -3.24946 -2.05009 0.1553
H 3.23458 -2.82780 -0.71399 -0.3055
H 4.38441 -4.45063 -2.08131 -0.0310
H 5.19840 -2.89863 -2.29421 0.3985
Cl -1.11572 -6.93972 -5.53453 -0.2109
C -0.61218 -5.22805 -5.48906 -0.3258
C 0.83781 -5.06983 -5.10855 -0.4227
Cl 1.13611 -5.51723 -3.41305 -0.1675
H -1.26553 -4.70424 -4.79458 0.2376
H -0.77489 -4.82416 -6.48718 0.3173
H 1.13580 -4.02739 -5.21619 0.2477
H 1.48640 -5.67674 -5.73605 0.3213
Cl -5.58526 -2.37008 -0.25559 -0.2230
C -3.82847 -2.30794 0.06508 -0.3284
C -3.01057 -2.48936 -1.18514 -0.0502
Cl -3.14339 -4.14616 -1.84221 -0.2213
H -3.59713 -3.06898 0.80662 0.3531
H -3.61917 -1.33018 0.49648 0.2159
H -1.95892 -2.31575 -0.96097 -0.0711
H -3.31251 -1.79447 -1.96419 0.3122
Cl -3.51977 7.09311 -3.23653 -0.1074
C -5.12308 6.44011 -2.81815 -0.4825
C -5.48173 6.68718 -1.37369 -0.5727
Cl -4.46621 5.74636 -0.25459 -0.1515
H -5.12279 5.37840 -3.05428 0.3356
H -5.84683 6.93564 -3.46455 0.2985
H -6.51380 6.38675 -1.19584 0.3584
H -5.38131 7.73872 -1.11327 0.3130
Cl 3.21414 -3.20113 2.03771 -0.0972
C 3.32871 -4.91310 2.51297 -0.5658
C 4.50145 -5.61139 1.86915 -0.4496
Cl 4.28978 -5.80540 0.10889 -0.1812
H 2.38894 -5.39732 2.25647 0.3079
H 3.44305 -4.93350 3.59628 0.3268
H 4.60780 -6.61245 2.28532 0.3308
H 5.42895 -5.06949 2.03805 0.3052
```

***

Below is C25H21F5N6O2STi as an isolated structure, with properties calculated with ωB97M-V/def2-TZVPD.

Output
HOMO-LUMO gap = 6.84 eV
E_LUMO = -7.12 eV
energy = -3190.8939 Ha
net charge = +2

XYZ file:
```
61
Properties=species:S:1:pos:R:3:nbo_charge:R:1
Ti 0.01208 -0.07899 -0.07988 1.6465
C 0.98879 -2.18927 1.61313 -0.2628
N 1.21637 -1.89362 0.17759 -0.4654
C 2.64943 -1.61879 -0.10467 -0.2651
C 2.87148 -0.43170 -1.00847 0.2276
C 4.08545 -0.27604 -1.65706 -0.2254
C 4.28852 0.83687 -2.45604 -0.0968
C 3.26274 1.76063 -2.58842 -0.2272
C 2.08071 1.53935 -1.91230 0.0768
N 1.88260 0.46776 -1.12787 -0.5475
C 0.66820 -2.95796 -0.69801 -0.2834
C 0.14920 -2.37729 -1.98462 0.2396
C -0.05996 -3.15247 -3.11287 -0.2174
C -0.59302 -2.55890 -4.24484 -0.0947
C -0.89968 -1.20370 -4.22280 -0.2283
C -0.67094 -0.49239 -3.06467 0.0728
N -0.15649 -1.07135 -1.96829 -0.5326
C 1.29507 -0.93885 2.39369 0.2291
C 1.67869 -0.94102 3.72021 -0.2233
C 1.97321 0.27246 4.32502 -0.0839
C 1.89194 1.44264 3.58109 -0.2204
C 1.47344 1.37071 2.26922 0.0884
N 1.16807 0.19859 1.68822 -0.5640
H 1.59536 -3.03411 1.94991 0.2393
H -0.06250 -2.46310 1.73473 0.2702
H 3.11199 -2.50296 -0.54696 0.2409
H 3.16717 -1.43620 0.83869 0.2481
H 4.85952 -1.02202 -1.53570 0.2470
H 5.22939 0.97803 -2.97036 0.2540
H 3.37009 2.64202 -3.20372 0.2580
H 1.26495 2.24574 -1.98574 0.2324
H -0.16758 -3.43781 -0.18596 0.2923
H 1.42849 -3.71633 -0.89689 0.2320
H 0.19011 -4.20449 -3.09815 0.2518
H -0.76675 -3.14523 -5.13694 0.2545
H -1.30849 -0.70408 -5.08893 0.2574
H -0.90638 0.56176 -2.98691 0.2338
H 1.75673 -1.87295 4.26293 0.2545
H 2.27725 0.30371 5.36270 0.2558
H 2.13750 2.40158 4.01374 0.2585
H 1.36101 2.25179 1.65212 0.2388
N -3.79283 0.17153 -0.57686 -0.6379
N -3.59883 -1.21168 -0.54216 -0.4594
C -2.48056 -1.76768 -0.03329 0.8819
O -2.29473 -2.94945 0.12400 -0.6050
O -1.51866 -0.86533 0.30364 -0.7530
H -4.43833 0.45000 0.15451 0.3698
H -4.19012 0.42690 -1.47200 0.3752
H -4.36790 -1.85123 -0.69113 0.4105
F -4.56521 4.16225 3.56524 -0.2529
C -3.70259 3.68308 2.69350 0.3030
C -3.02160 2.50596 2.96760 0.3126
F -3.22491 1.86245 4.10931 -0.2739
C -2.12148 2.00888 2.04528 0.3069
F -1.45834 0.88101 2.36113 -0.2950
C -1.85950 2.65520 0.84509 -0.2899
S -0.68700 2.12886 -0.35523 -0.0590
C -2.55247 3.83935 0.59472 0.3522
F -2.34225 4.49062 -0.54287 -0.2756
C -3.46554 4.35329 1.50063 0.2846
F -4.11089 5.47396 1.23299 -0.2571
```

***

Below is one molecule with the formula C4H9NO2, with properties calculated with ωB97M-V/def2-TZVPD.

Output
HOMO-LUMO gap = 10.48 eV
E_LUMO = 0.66 eV
structure (SMILES) = C[C@@H](CO)NC=O
energy = -363.0458 Ha

XYZ file:
```
16
Properties=species:S:1:pos:R:3:nbo_charge:R:1
C 0.68075 -1.90588 0.03003 -0.6190
C -0.36556 -0.83166 -0.23895 -0.0726
C -0.90673 -0.18170 1.01698 -0.0892
O -1.91483 0.79840 0.69592 -0.7252
N 0.19347 0.16950 -1.17368 -0.6205
C 1.05963 1.14769 -0.75626 0.5390
O 1.71626 1.11531 0.24891 -0.6030
H 1.21342 -2.13283 -0.89023 0.2225
H 0.23965 -2.81997 0.39338 0.2098
H 1.40289 -1.51912 0.74608 0.2280
H -1.16941 -1.29431 -0.81916 0.1896
H -1.35354 -0.91149 1.69992 0.1712
H -0.12960 0.38393 1.50569 0.2161
H -2.66396 0.35153 0.26894 0.4579
H -0.51314 0.55557 -1.78656 0.3877
H 1.10740 1.98402 -1.48095 0.1077
```

***

Below is an isolated ion of composition C2H2N3O4 and charge -1, with properties calculated with ωB97M-V/def2-TZVPD.

Output
HOMO-LUMO gap (spin up / spin down) = 8.27 / 7.33 eV
E_LUMO (spin up / spin down) = 3.69 / 2.54 eV
energy = -542.4877 Ha
net charge = -1

XYZ file:
```
11
Properties=species:S:1:pos:R:3:nbo_charge:R:1
C -1.98658 -0.46818 -2.38729 0.4327
C 0.60744 0.05693 1.14729 0.7712
N 2.25958 0.53567 2.80613 -0.2632
N 0.53676 0.25121 -0.16755 -0.3017
N -0.74137 -0.15142 -2.01943 -0.2470
O -0.10042 -0.44245 1.97853 -0.6283
O -2.37294 -0.55730 -3.54352 -0.6318
O 1.92823 0.66401 1.51739 -0.3661
O -0.63338 -0.20439 -0.66147 -0.1090
H -2.69681 -0.63758 -1.53264 0.0704
H 3.19951 0.95349 2.86254 0.2730
```

***

Below is one molecule with the formula C3H6N2O2, with properties calculated with ωB97M-V/def2-TZVPD.

Output
HOMO-LUMO gap = 10.61 eV
E_LUMO = 0.85 eV
structure (SMILES) = [H]/N=C/OCC(N)=O
energy = -377.9129 Ha

XYZ file:
```
13
Properties=species:S:1:pos:R:3:nbo_charge:R:1
H 1.94593 0.60683 -1.86590 0.3627
N 1.31986 0.20146 -1.17574 -0.7691
C 1.64514 0.57267 -0.00741 0.4287
O 1.01342 0.17925 1.10024 -0.4739
C -0.05755 -0.76056 0.93339 -0.1769
C -1.36608 -0.05581 0.54531 0.6396
N -1.62701 -0.03904 -0.78884 -0.8239
O -2.10738 0.40348 1.39324 -0.5961
H 2.46538 1.24571 0.25847 0.1624
H 0.23552 -1.51765 0.19952 0.2049
H -0.20392 -1.20356 1.91806 0.2214
H -2.41564 0.51917 -1.08650 0.3978
H -0.84767 -0.15194 -1.42384 0.4224
```

***

Below is C29H28N2NiO6S2 as an isolated structure, with properties calculated with ωB97M-V/def2-TZVPD.

Output
HOMO-LUMO gap (spin up / spin down) = 7.45 / 7.44 eV
E_LUMO (spin up / spin down) = -0.30 / -0.31 eV
energy = -3987.5429 Ha

XYZ file:
```
68
Properties=species:S:1:pos:R:3:nbo_charge:R:1
Ni -1.04415 0.21929 -0.93024 1.2648
O -1.73748 -1.58157 -1.53825 -1.0235
S -1.59499 -3.04879 -1.15646 1.2695
C -1.18225 -2.92051 0.60488 -0.6272
C -0.20824 -3.88025 1.26844 -0.4113
C 0.40746 -3.19635 2.49765 -0.4062
C 1.34887 -2.03802 2.12175 -0.6190
S 0.68494 -0.39618 2.50727 1.2783
O -0.46706 -0.15882 1.55289 -1.0572
C 2.06471 0.60072 2.00226 -0.3311
C 2.84864 0.34407 0.88115 -0.1555
C 3.88898 1.20571 0.57613 -0.2222
C 4.12631 2.32757 1.36309 -0.1565
C 3.32396 2.59619 2.46214 -0.1873
C 2.29560 1.72536 2.79041 -0.1932
C -0.08949 -3.71896 -1.81063 -0.2066
C 1.02898 -2.94818 -2.08861 -0.2430
C 2.17122 -3.58936 -2.54818 -0.1846
C 2.18920 -4.96875 -2.71123 -0.1892
C 1.05644 -5.72364 -2.43772 -0.2084
C -0.09850 -5.09672 -1.99545 -0.2401
H -2.14685 -2.91957 1.11839 0.2302
H -0.78956 -1.90399 0.66013 0.2719
H 0.59655 -4.14685 0.58037 0.2222
H -0.70040 -4.80922 1.55946 0.2201
H 0.97212 -3.93703 3.06392 0.2284
H -0.38284 -2.84136 3.16631 0.2121
H 1.60068 -2.06662 1.05997 0.2296
H 2.28131 -2.07927 2.68678 0.2516
H 2.64667 -0.49316 0.22479 0.2086
H 4.47734 1.02645 -0.31373 0.2349
H 4.89780 3.03266 1.08638 0.2487
H 3.46536 3.50376 3.03275 0.2530
H 1.66307 1.92633 3.64683 0.2265
H 0.99734 -1.86824 -1.99161 0.2836
H 3.04639 -2.99887 -2.78590 0.2317
H 3.08615 -5.45695 -3.06913 0.2230
H 1.06523 -6.79526 -2.58483 0.2235
H -0.99691 -5.67103 -1.80029 0.2235
O 3.34175 5.17908 0.35128 -0.7321
C 2.24728 5.08137 0.92728 0.7283
O 1.81858 5.58918 1.97893 -0.7371
C 1.25843 4.07738 0.27986 -0.0428
C -0.03438 3.92762 0.76548 -0.1746
C -0.81495 2.88531 0.31435 0.0192
N -0.35604 1.98101 -0.55738 -0.5186
C 0.87864 2.14498 -1.06272 0.0710
C 1.68928 3.19870 -0.70620 -0.1935
C 1.34466 1.00146 -1.92265 0.7584
O 2.42984 0.98832 -2.45836 -0.6094
O 0.47387 0.02630 -1.98010 -0.8126
H -0.38373 4.60721 1.53089 0.2492
H -1.82278 2.74534 0.67771 0.1874
H 2.68118 3.29775 -1.12275 0.2738
N -2.75205 0.38972 0.09528 -0.8776
C -3.75196 1.30417 -0.40754 0.2101
C -4.38049 2.20425 0.43783 -0.2748
C -5.31319 3.09345 -0.07779 -0.1860
C -5.62535 3.06999 -1.42817 -0.2112
C -4.99916 2.15699 -2.26624 -0.1831
C -4.05729 1.27544 -1.76059 -0.2629
H -2.48210 0.58914 1.05607 0.4240
H -3.11015 -0.56104 0.06944 0.4047
H -4.13997 2.21506 1.49505 0.2180
H -5.79490 3.80377 0.58064 0.2232
H -6.35082 3.76477 -1.82892 0.2223
H -5.23503 2.13838 -3.32182 0.2228
H -3.55177 0.57034 -2.41072 0.2297
```

***

Below is one molecule with the formula C5H10N2O4, with properties calculated with ωB97M-V/def2-TZVPD.

Output
HOMO-LUMO gap = 10.56 eV
E_LUMO = 0.23 eV
structure (SMILES) = NCC(=O)N[C@@H](CO)C(=O)O
energy = -606.9506 Ha

XYZ file:
```
21
Properties=species:S:1:pos:R:3:nbo_charge:R:1
N -2.54786 -0.69754 1.34429 -0.7723
C -1.20411 -0.76723 0.75283 -0.3837
C -1.24821 -0.34996 -0.64805 0.6414
O -2.29315 -0.42186 -1.28389 -0.6224
N -0.13900 0.06350 -1.25769 -0.6050
C 1.13567 0.19876 -0.57710 -0.2362
C 1.24232 1.42793 0.29115 -0.0644
O 0.28769 2.39517 -0.16242 -0.7204
C 1.94877 -0.97520 -0.09558 0.7712
O 2.94068 -0.88968 0.64317 -0.5499
O 1.49539 -2.22981 -0.54410 -0.6594
H -2.59200 0.31635 1.20124 0.3376
H -3.15053 -1.08371 0.59431 0.3709
H -0.53130 -0.28695 1.49763 0.2208
H -1.12938 -1.80864 0.77218 0.2365
H -0.31581 0.16499 -2.24473 0.4303
H 1.74491 0.68347 -1.42833 0.2720
H 2.35242 1.84466 0.26678 0.1966
H 1.01283 1.21655 1.40543 0.1705
H 0.38327 3.13945 0.47640 0.4816
H 0.60740 -1.94025 -1.00354 0.4844
```